Record 1
Below is a molecular structure, C20H14I2N3O5SbSe4Ta in a non-equilibrium geometry, with properties calculated with wB97M-V/def2-TZVPD.

XYZ file:
```
50
Properties=species:S:1:pos:R:3:lowdin_charge:R:1
Ta -0.338 -0.849 -0.327 1.14
O -2.316 -1.173 3.733 0.02
C -1.811 -1.366 2.634 -0.64
O -0.575 -1.425 2.301 -0.19
C -2.701 -1.399 1.390 -0.23
C -3.914 -0.811 1.322 -0.01
C -4.542 -0.527 0.011 -0.04
C -3.841 -0.713 -1.134 -0.04
C -2.536 -1.305 -0.973 -0.26
N -2.022 -1.818 0.256 -0.05
C -1.657 -1.387 -2.234 -0.64
O -2.031 -0.996 -3.327 0.06
O -0.434 -2.001 -1.932 -0.20
H -4.366 -0.518 2.259 0.11
H -5.532 -0.088 -0.027 0.10
H -4.141 -0.400 -2.122 0.12
I 3.329 5.742 -3.344 0.78
C 2.737 3.799 -2.849 -0.77
C 3.678 2.881 -2.414 -0.26
C 3.299 1.576 -2.147 -0.64
I 4.650 0.327 -1.183 0.91
C 1.973 1.095 -2.377 -0.52
O 1.624 -0.119 -2.245 -0.21
C 1.009 2.145 -2.674 -0.15
C -0.441 1.752 -2.602 -0.10
N -0.650 0.895 -1.429 -0.18
C -1.564 1.211 -0.265 -0.19
C -1.130 2.135 0.847 -0.36
C -0.628 3.410 0.636 -0.01
C -0.321 4.172 1.758 -0.06
C -0.532 3.639 3.017 -0.05
C -1.069 2.358 3.120 -0.10
N -1.382 1.635 2.055 0.11
C 1.394 3.447 -2.915 -0.15
H 4.706 3.181 -2.258 0.07
H -0.734 1.167 -3.475 0.13
H -1.108 2.614 -2.541 0.13
H -1.317 0.051 -1.715 0.05
H -1.887 0.231 0.268 0.08
H -2.529 1.560 -0.640 0.15
H -0.444 3.777 -0.365 0.11
H 0.089 5.166 1.636 0.11
H -0.272 4.190 3.911 0.10
H -1.218 1.860 4.072 0.12
H 0.642 4.193 -3.151 0.09
Se 5.030 -2.757 2.636 -0.05
Sb 3.871 -2.970 0.580 0.08
Se 1.307 0.396 0.798 0.45
Se 1.666 -1.875 0.356 0.17
Se 5.323 -3.780 -1.143 -0.08
```

The total energy comes out at -321348.444 eV. As for the charge: -1. As for the spin multiplicity: 1. The highest occupied orbital energy (spin up / spin down) is -4.43 / -4.42 eV. The orbital gap (spin up / spin down) comes out at 3.7 / 3.7 eV. The value obtained for the lowest unoccupied orbital energy (spin up / spin down) is -0.7 / -0.7 eV. The calculation puts the energy above the lowest of the compared OMol25 structures with the same formula, charge and spin at 1173.38 kJ/mol.


Record 2
Below is a molecular structure, C20H15AuI2N3O8S2Te, with properties calculated with wB97M-V/def2-TZVPD.

XYZ file:
```
52
Properties=species:S:1:pos:R:3:lowdin_charge:R:1
Au 1.114 -1.044 2.576 0.28
Te -0.216 1.592 0.383 1.91
C -1.626 3.129 0.380 -0.43
C -2.953 2.925 0.008 -0.10
C -3.829 3.996 0.024 -0.06
C -3.385 5.254 0.417 -0.05
C -2.065 5.454 0.789 -0.06
C -1.176 4.388 0.768 -0.13
C -1.595 0.108 0.903 -0.45
C -1.909 -0.918 0.024 -0.11
C -2.829 -1.878 0.420 -0.06
C -3.414 -1.812 1.678 -0.09
C -3.090 -0.781 2.549 -0.11
C -2.177 0.190 2.163 -0.14
H -3.298 1.943 -0.292 0.11
H -4.861 3.852 -0.268 0.12
H -4.077 6.086 0.430 0.12
H -1.725 6.435 1.091 0.11
H -0.141 4.545 1.051 0.10
H -1.457 -0.962 -0.958 0.11
H -3.094 -2.677 -0.260 0.12
H -4.131 -2.564 1.979 0.12
H -3.553 -0.725 3.525 0.11
H -1.945 1.009 2.837 0.11
C 4.548 -1.512 2.239 -0.02
O 4.444 -0.311 1.427 -0.12
C 3.625 0.631 1.736 -1.28
S 3.510 2.064 0.934 0.88
S 2.552 0.723 3.093 0.62
H 5.497 -1.952 1.956 0.11
H 3.726 -2.176 1.984 0.06
H 4.538 -1.249 3.294 0.09
O 2.211 -3.582 -5.411 0.10
N 1.952 -2.406 -5.272 -0.36
O 1.879 -1.588 -6.166 0.09
C 1.722 -1.923 -3.907 -0.12
C 1.427 -0.577 -3.701 0.10
C 1.224 -0.155 -2.420 -0.11
C 1.318 -0.984 -1.260 -0.29
O 1.112 -0.483 -0.102 -0.27
C 1.577 -2.348 -1.566 -0.05
C 1.768 -2.809 -2.863 0.09
N 1.571 -3.353 -0.525 -0.33
O 1.244 -4.481 -0.804 0.12
O 1.905 -3.012 0.614 -0.18
N 0.871 1.218 -2.159 -0.27
O 1.710 2.045 -1.764 -0.02
O -0.398 1.313 -1.558 -0.32
H 1.353 0.103 -4.538 0.15
H 1.953 -3.858 -3.047 0.14
I 0.071 -3.466 2.701 0.47
I -1.479 -3.418 4.866 0.20
```

The total energy comes out at -90673.941 eV. As for the charge: +1. As for the spin multiplicity: 3. The highest occupied orbital energy (spin up / spin down) is -11.56 / -11.60 eV. The orbital gap (spin up / spin down) comes out at 6.9 / 5.7 eV. The value obtained for the lowest unoccupied orbital energy (spin up / spin down) is -4.6 / -5.9 eV. The calculation puts the energy above the lowest of the compared OMol25 structures with the same formula, charge and spin at 0.00 kJ/mol.


Record 3
Below is a molecular structure, C20H15BiFIN3O3Se, with properties calculated with wB97M-V/def2-TZVPD.

XYZ file:
```
45
Properties=species:S:1:pos:R:3:lowdin_charge:R:1
Bi -0.723 2.041 -1.975 1.50
C 0.931 -4.361 1.654 -0.01
C -0.521 -3.963 1.888 -0.29
C -0.975 -4.096 3.333 -0.13
C -0.163 -3.180 4.238 -0.12
C -0.071 -1.786 3.672 -0.12
C 0.295 -0.729 4.469 0.08
C 0.342 0.567 3.954 -0.24
F 0.707 1.555 4.777 0.09
C 0.014 0.852 2.662 0.09
C -0.362 -0.208 1.824 -0.05
C -0.701 0.049 0.446 -0.29
O -0.613 1.278 0.044 -0.31
C -1.094 -1.033 -0.349 -0.05
C -1.059 -2.300 0.209 0.06
N -0.714 -2.553 1.457 0.04
C -0.384 -1.519 2.322 -0.06
C -1.472 -1.013 -1.803 -0.54
O -1.900 -2.008 -2.327 0.12
O -1.302 0.108 -2.499 -0.37
H 1.099 -5.374 2.020 0.10
H 1.617 -3.689 2.171 0.09
H 1.173 -4.333 0.592 0.09
H -1.173 -4.553 1.244 0.15
H -0.870 -5.136 3.641 0.13
H -2.035 -3.844 3.399 0.13
H 0.843 -3.579 4.392 0.13
H -0.626 -3.127 5.224 0.13
H 0.538 -0.880 5.514 0.14
H 0.042 1.865 2.290 0.14
H -1.300 -3.148 -0.418 0.16
Se 1.891 1.723 -2.407 0.60
C 1.985 0.229 -1.330 -0.76
N 2.035 -0.699 -0.648 0.11
I -1.228 2.155 -5.285 1.00
C -0.227 3.974 -4.963 -0.77
C -0.084 4.894 -5.986 -0.11
C 0.608 6.062 -5.706 -0.03
C 1.118 6.263 -4.432 -0.04
C 0.909 5.283 -3.479 -0.13
N 0.246 4.152 -3.739 -0.14
H -0.496 4.701 -6.966 0.11
H 0.747 6.806 -6.479 0.12
H 1.666 7.158 -4.179 0.12
H 1.285 5.397 -2.469 0.12
```

The total energy comes out at -113596.599 eV. As for the charge: +1. As for the spin multiplicity: 1. The highest occupied orbital energy is -11.67 eV. The orbital gap comes out at 8.3 eV. The value obtained for the lowest unoccupied orbital energy is -3.4 eV. The calculation puts the energy above the lowest of the compared OMol25 structures with the same formula, charge and spin at 2.87 kJ/mol.


Record 4
Below is a molecular structure, C20H15BrFN2 in a non-equilibrium geometry, with properties calculated with wB97M-V/def2-TZVPD.

XYZ file:
```
39
Properties=species:S:1:pos:R:3:lowdin_charge:R:1
C 0.539 0.369 -0.890 0.01
N 1.561 -0.479 -2.350 0.12
N 2.621 -0.476 -2.735 0.28
C -0.144 1.461 -1.623 -0.24
C -0.111 2.774 -1.081 -0.01
C -0.969 3.806 -1.536 -0.08
C -1.841 3.564 -2.610 -0.64
Br -2.984 4.964 -3.248 0.79
C -1.787 2.311 -3.261 -0.08
C -0.988 1.264 -2.743 0.00
H 1.422 0.741 -0.346 0.16
H 0.534 2.988 -0.228 0.13
H -0.962 4.795 -1.065 0.12
H -2.378 2.167 -4.167 0.11
H -1.027 0.272 -3.220 0.13
F 3.115 -2.923 3.038 0.05
C 2.766 -2.723 1.722 -0.22
C 3.167 -3.695 0.809 0.02
C 2.565 -3.654 -0.463 -0.04
C 1.540 -2.726 -0.731 -0.09
C 1.163 -1.760 0.207 -0.20
C 0.001 -0.770 -0.153 -0.19
C -0.850 -0.258 1.045 -0.14
C -1.678 0.883 0.969 -0.03
C -2.314 1.394 2.108 -0.05
C -2.230 0.698 3.323 -0.06
C -1.481 -0.489 3.380 -0.05
C -0.824 -0.952 2.246 -0.05
C 1.911 -1.656 1.388 0.02
H 3.876 -4.478 1.051 0.13
H 2.875 -4.334 -1.272 0.12
H 1.007 -2.757 -1.697 0.11
H -0.670 -1.317 -0.845 0.17
H -1.834 1.426 0.042 0.09
H -2.918 2.314 2.010 0.12
H -2.785 1.054 4.194 0.11
H -1.395 -1.061 4.307 0.12
H -0.243 -1.879 2.304 0.12
H 1.749 -0.858 2.120 0.14
```

The total energy comes out at -96714.809 eV. As for the charge: +1. As for the spin multiplicity: 1. The highest occupied orbital energy is -12.35 eV. The orbital gap comes out at 6.5 eV. The value obtained for the lowest unoccupied orbital energy is -5.8 eV. The calculation puts the energy above the lowest of the compared OMol25 structures with the same formula, charge and spin at 69.53 kJ/mol.